No. 1
A 12-piece molecular cluster, C38H63N12O11 overall, computed with ωB97M-V with the def2-TZVPD basis set.

```
124
Properties=species:S:1:pos:R:3:forces:R:3
C 15.213000 16.556000 50.782000 -7.533 2.688 -2.060
C 14.798000 17.223000 52.147000 1.091 -1.222 2.242
C 15.508000 18.550000 52.511000 -5.525 1.680 1.080
C 14.867000 19.696000 51.584000 4.301 0.216 0.221
C 13.495000 19.925000 51.984000 -1.088 4.289 -1.622
C 12.701000 18.776000 51.520000 -3.996 0.195 2.981
N 13.342000 17.502000 52.131000 -5.390 -6.495 -3.150
O 12.477000 16.439000 52.093000 5.738 6.354 0.919
C 12.574000 18.530000 50.051000 -1.468 3.246 -0.169
C 11.278000 18.788000 52.202000 -0.648 0.870 0.392
C 14.977000 16.208000 53.371000 1.252 1.310 -0.333
H 14.600000 15.591000 50.528000 -0.165 2.265 0.483
H 15.974000 16.005000 50.947000 6.648 -2.510 0.994
H 15.128000 17.320000 49.909000 0.922 -1.673 1.566
H 16.492000 18.675000 52.300000 3.192 -0.788 -0.010
H 15.176000 18.766000 53.668000 1.327 -0.360 -2.837
H 15.117000 19.439000 50.489000 -0.811 0.431 1.538
H 15.464000 20.640000 51.774000 -0.440 -1.075 -0.215
H 13.156000 21.009000 51.538000 0.189 -2.980 0.371
H 13.434000 20.211000 53.028000 -0.155 -0.879 0.508
H 12.314000 19.401000 49.367000 0.060 -0.444 1.738
H 11.895000 17.795000 49.854000 -2.070 -2.095 -0.322
H 13.436000 18.241000 49.666000 4.003 -1.438 -1.729
H 10.654000 19.676000 52.115000 0.707 0.798 -1.220
H 11.264000 18.823000 53.284000 0.979 -0.677 0.432
H 10.558000 18.043000 51.925000 0.309 -0.853 -0.472
H 14.478000 15.325000 53.201000 -1.124 -2.117 -0.973
H 14.514000 16.572000 54.283000 0.249 0.635 0.076
H 16.033000 15.914000 53.561000 -0.561 0.753 -0.332
N 7.809000 15.898000 52.951000 -1.441 2.129 1.933
C 8.449000 14.676000 52.724000 1.819 2.300 2.391
C 9.765000 14.699000 53.374000 -3.223 2.994 -1.589
C 9.918000 16.026000 53.890000 -4.442 2.071 0.284
C 8.576000 16.859000 53.776000 2.549 -5.620 -1.631
H 6.763000 16.223000 52.729000 3.172 -1.800 0.428
H 7.958000 13.894000 52.214000 -0.380 -0.532 -0.535
H 10.535000 13.970000 53.261000 0.199 -0.394 -0.040
H 10.762000 16.518000 54.327000 0.498 -0.243 0.250
H 8.066000 17.707000 54.328000 1.025 -1.167 -1.108
N 15.091000 13.227000 50.507000 -0.765 -1.303 3.433
C 14.330000 12.910000 51.669000 5.524 -1.087 1.087
C 15.203000 12.342000 52.684000 0.284 0.665 -2.835
C 16.590000 12.244000 52.110000 -6.007 3.229 -3.377
C 16.365000 12.864000 50.779000 3.662 -0.782 0.555
H 14.655000 13.587000 49.654000 0.439 -0.157 0.099
H 13.321000 12.865000 51.713000 -2.974 0.355 -0.198
H 14.794000 12.009000 53.648000 0.459 0.033 -0.534
H 17.463000 11.808000 52.458000 1.373 -0.495 0.629
H 17.215000 13.107000 50.015000 -1.876 -0.637 1.466
N 17.617000 21.221000 49.805000 3.022 -1.792 1.185
C 18.591000 20.158000 50.157000 -3.987 -1.631 -4.773
C 18.141000 19.030000 49.237000 -1.864 6.419 1.663
C 16.983000 19.488000 48.461000 0.387 2.446 1.769
C 16.677000 20.985000 48.889000 0.495 -4.653 -1.791
H 17.870000 22.144000 50.012000 0.136 1.410 0.717
H 19.605000 20.252000 50.570000 -1.015 0.568 0.118
H 18.629000 18.123000 49.252000 0.710 -1.875 -0.316
H 16.445000 18.842000 47.727000 0.347 0.968 0.784
H 15.901000 21.793000 48.575000 1.716 -1.894 0.625
N 11.861000 13.888000 55.959000 2.414 -1.738 2.150
C 13.242000 13.779000 55.716000 0.290 0.944 4.138
C 13.868000 13.508000 57.079000 -10.496 -1.060 -3.874
C 12.718000 13.145000 57.981000 -1.141 0.768 -1.093
C 11.471000 13.499000 57.220000 0.828 -0.580 1.527
H 11.176000 14.306000 55.426000 -1.227 0.779 -1.985
H 13.656000 14.130000 54.752000 -0.252 -0.337 0.958
H 14.787000 13.601000 57.340000 5.866 0.026 1.399
H 12.764000 12.613000 59.065000 -0.101 1.764 -2.938
H 10.258000 13.551000 57.427000 3.723 -0.433 -0.216
N 8.598000 16.922000 50.307000 0.120 -1.425 3.586
C 8.065000 18.099000 49.884000 4.789 -4.118 -8.655
C 8.415000 18.115000 48.420000 -0.656 -1.757 0.543
C 9.025000 16.735000 48.117000 0.577 2.491 2.908
C 9.185000 16.062000 49.420000 -0.108 1.011 -3.930
H 8.621000 16.712000 51.341000 -0.155 0.221 -1.780
H 7.537000 18.725000 50.406000 -2.583 3.243 3.135
H 8.125000 18.879000 47.543000 0.636 -1.803 2.547
H 9.650000 16.569000 47.207000 -1.117 -0.165 0.759
H 9.684000 15.004000 49.545000 -1.323 2.716 0.531
N 11.889000 23.555000 51.284000 5.814 -1.704 -4.771
C 10.936000 22.935000 50.692000 5.555 -5.192 -6.751
C 11.489000 22.048000 49.493000 1.814 4.122 2.936
C 12.941000 22.451000 49.470000 -0.985 1.414 0.580
C 13.216000 23.359000 50.546000 -4.909 -2.021 -0.416
H 11.900000 24.050000 52.082000 -0.486 2.092 3.194
H 10.019000 23.032000 50.920000 -6.546 0.465 1.873
H 11.018000 21.566000 48.610000 -0.087 0.502 1.263
H 13.691000 22.269000 48.602000 -1.499 0.051 1.893
H 13.981000 23.956000 50.935000 1.285 0.367 0.087
C 12.098000 19.429000 46.343000 0.795 -0.311 0.109
N 12.694000 18.003000 46.479000 -2.889 -1.083 0.629
O 13.640000 17.977000 47.193000 1.921 -0.500 0.608
O 12.063000 16.955000 46.123000 1.364 3.162 0.142
H 11.471000 19.630000 47.258000 0.166 -0.646 -1.402
H 11.702000 19.414000 45.353000 -1.273 0.314 -0.256
H 12.906000 20.191000 46.340000 -0.120 -0.970 0.174
C 17.707000 13.565000 55.402000 -4.427 -4.700 1.882
N 17.373000 13.709000 56.838000 1.860 -1.030 0.201
O 17.085000 14.810000 57.116000 -1.741 4.440 1.107
O 17.512000 12.862000 57.685000 0.051 -1.528 -0.655
H 18.663000 13.291000 55.348000 3.802 -1.057 -0.489
H 17.418000 14.408000 54.948000 -0.720 3.028 -1.686
H 17.004000 12.708000 55.145000 1.181 0.895 -0.407
C 12.048000 17.420000 57.379000 -2.393 -4.721 -0.314
N 12.101000 18.317000 56.276000 1.113 -0.246 -3.563
O 11.774000 19.430000 56.443000 -1.402 2.995 1.086
O 12.604000 17.992000 55.171000 -0.478 -1.061 1.333
H 10.965000 16.780000 57.560000 2.833 2.519 -0.692
H 12.366000 17.981000 58.204000 0.205 0.351 1.398
H 12.703000 16.611000 57.047000 0.238 -0.025 0.727
C 16.686000 18.251000 57.161000 -1.462 0.735 -1.105
N 17.489000 18.937000 56.087000 1.912 -1.490 -1.710
O 18.207000 19.874000 56.405000 -1.353 -0.906 -0.668
O 17.544000 18.335000 54.938000 -0.646 2.168 3.648
H 15.652000 18.622000 57.246000 0.385 -0.144 -0.810
H 17.028000 18.297000 58.137000 1.640 1.232 1.663
H 16.765000 17.227000 56.986000 -0.471 -1.684 -1.016
C 11.718000 14.161000 47.139000 -7.112 2.265 7.769
N 12.529000 14.474000 48.325000 4.492 -4.710 -0.680
O 13.754000 14.026000 48.247000 -2.768 2.236 -0.646
O 12.018000 14.608000 49.374000 -1.122 1.556 1.766
H 10.859000 14.960000 47.214000 1.444 -1.812 -0.389
H 11.320000 13.192000 47.342000 -0.043 -0.688 -0.225
H 12.214000 14.329000 46.386000 5.142 1.128 -7.916
```
Positions in Å, forces in eV/Å.

Results
* HOMO energy: -0.3622 Eh
* E_tot: -80789.3464 eV
* spin multiplicity: 1
* ΔE to the lowest compared entry with this formula, charge and spin: 44.6 kcal/mol
* total charge: +1

=====

No. 2
An isolated ion of composition C2H3O3S and charge -1, computed with ωB97M-V with the def2-TZVPD basis set.

```
9
Properties=species:S:1:pos:R:3:forces:R:3
O -2.698159 0.074431 0.274902 -2.407 -1.647 0.530
C -1.529055 0.296776 0.066110 0.964 2.898 0.090
C -0.360590 -0.290450 0.478202 3.257 -5.277 1.476
S 1.231604 -0.034917 -0.207377 -1.875 1.930 -0.576
O 2.149844 -0.927144 0.450507 0.481 -0.380 -0.119
O 1.530917 1.411334 -0.208413 0.009 -1.500 -0.578
H -1.374849 1.340420 -0.296095 0.715 -0.119 -0.834
H -0.201178 -1.440124 1.103311 -1.076 3.536 -2.112
H 1.251464 -0.430322 -1.661144 -0.068 0.560 2.122
```
Positions in Å, forces in eV/Å.

Results
* SMILES string: O=CC=[S@H](=O)[O-]
* HOMO energy: -0.1488 Eh
* E_tot: -19099.1995 eV
* spin multiplicity: 1
* ΔE to the lowest compared entry with this formula, charge and spin: 70.4 kcal/mol
* total charge: -1

=====

No. 3
One molecule with the formula C22H24FN3O2, computed with ωB97M-V with the def2-TZVPD basis set.

```
52
Properties=species:S:1:pos:R:3:forces:R:3
C -7.366640 -1.229077 -0.286909 -0.230 0.130 0.029
O -6.123633 -1.876994 -0.429423 0.334 -0.134 -0.025
C -4.994688 -1.199315 -0.116328 0.332 0.070 0.047
C -4.947272 0.115380 0.344106 -0.402 -0.076 -0.058
C -3.732763 0.703324 0.634098 0.255 -0.244 -0.064
C -2.528699 0.017253 0.480993 -0.391 0.049 -0.007
C -1.272014 0.654706 0.796385 1.028 -0.290 -0.022
N -0.085891 0.125425 0.754017 -0.815 -0.351 -0.072
C 0.784543 1.110836 1.127970 -0.320 1.156 0.478
C 2.264783 0.890306 1.212050 0.003 0.126 0.109
N 3.028019 0.921363 -0.017995 0.160 -0.090 -0.005
C 2.947223 2.146519 -0.783680 -0.129 0.171 -0.085
C 1.763856 2.216941 -1.758782 0.193 -0.042 -0.063
C 1.770073 0.993003 -2.670651 -0.211 0.013 0.150
C 1.782988 -0.277264 -1.824336 0.280 0.067 -0.182
C 3.004947 -0.249381 -0.892887 -0.148 -0.140 -0.053
C 3.181964 -1.526234 -0.112491 0.078 -0.134 -0.003
C 2.116734 -2.276244 0.377364 0.195 -0.085 -0.077
C 2.383109 -3.441638 1.078626 0.033 0.044 -0.021
C 3.703095 -3.816349 1.269758 -0.231 -0.126 0.110
N 4.725408 -3.109402 0.817279 0.483 -0.192 0.092
C 4.464815 -2.001228 0.147894 -0.204 0.237 -0.109
C 0.058047 2.239774 1.398649 1.069 -0.539 0.082
C 0.426476 3.610405 1.829386 -0.287 -0.135 -0.163
O -1.253914 1.950206 1.187822 -0.400 -0.013 -0.114
C -2.599254 -1.299506 0.014484 -0.154 0.116 0.021
F -1.476749 -2.012733 -0.163782 -0.207 0.022 -0.007
C -3.799380 -1.903223 -0.280230 -0.116 0.024 0.004
H -8.114218 -1.959781 -0.590573 0.024 0.089 0.032
H -7.436969 -0.349419 -0.934016 0.015 -0.031 0.035
H -7.549000 -0.935130 0.751267 0.020 -0.003 -0.044
H -5.849909 0.688480 0.480506 -0.097 0.022 0.001
H -3.703946 1.721166 0.990936 -0.008 0.073 0.026
H 2.438501 -0.080535 1.681100 0.000 0.180 0.115
H 2.685279 1.665951 1.863154 -0.030 -0.128 0.028
H 2.912942 2.985733 -0.084908 0.084 0.047 -0.007
H 3.876404 2.225373 -1.362233 -0.017 0.112 0.002
H 1.836679 3.133711 -2.348007 -0.023 0.052 0.010
H 0.825356 2.247438 -1.203563 -0.046 0.052 -0.006
H 0.893521 1.004275 -3.322680 0.067 0.003 -0.064
H 2.660993 1.018840 -3.304886 0.019 -0.008 -0.083
H 0.868335 -0.334871 -1.235871 0.013 -0.097 -0.056
H 1.837255 -1.160682 -2.463349 -0.017 -0.061 -0.006
H 3.897819 -0.131749 -1.528498 -0.106 -0.076 0.008
H 1.098253 -1.952973 0.232410 -0.116 0.069 -0.046
H 1.576641 -4.043577 1.468601 -0.051 -0.074 0.047
H 3.961771 -4.718712 1.809253 -0.083 -0.086 0.052
H 5.332833 -1.456232 -0.202698 0.015 0.149 -0.104
H -0.295134 3.977039 2.556868 0.036 0.084 0.089
H 0.427991 4.292847 0.978305 0.025 0.103 -0.004
H 1.417807 3.605121 2.273743 0.037 0.021 0.025
H -3.824385 -2.919159 -0.638255 0.041 -0.126 -0.043
```
Positions in Å, forces in eV/Å.

Results
* SMILES string: COc1ccc(-c2nc(CN3CCCC[C@@H]3c3cccnc3)c(C)o2)c(F)c1
* HOMO energy: -0.2922 Eh
* E_tot: -34486.0831 eV
* spin multiplicity: 1
* ΔE to the lowest compared entry with this formula, charge and spin: 43.4 kcal/mol
* total charge: 0

=====

No. 4
A 2-piece molecular cluster, C5H8N2 overall, computed with ωB97M-V with the def2-TZVPD basis set.

```
15
Properties=species:S:1:pos:R:3:forces:R:3
C -3.669764 -0.158690 -0.004657 1.319 0.406 0.822
C 3.355242 -0.166926 -0.061871 -2.439 1.540 0.322
C -5.056483 -0.228979 0.152404 -2.137 3.353 1.210
C 4.730464 -0.246872 0.208930 -1.393 -2.450 0.240
C 1.060982 0.661462 -0.392589 -3.198 -0.421 -1.066
N -2.546819 -0.165745 -0.214999 1.581 0.180 -0.250
N 2.197080 0.053767 -0.279611 3.503 0.119 0.933
H -5.227568 -1.245858 0.164638 -1.281 -2.246 -0.754
H -5.552879 0.133660 1.171702 1.550 -0.290 -2.135
H -5.402376 0.419105 -0.717533 -0.518 -1.303 1.067
H 5.014639 -1.216432 -0.217161 0.838 0.096 -0.192
H 5.183315 0.638071 -0.127484 0.998 1.512 -1.081
H 4.957697 -0.261627 1.287434 -0.389 -0.133 0.370
H 0.740603 1.702402 -0.119616 1.192 -0.480 0.209
H 0.215873 0.082664 -0.849582 0.372 0.117 0.305
```
Positions in Å, forces in eV/Å.

Results
* HOMO energy (spin up / spin down): -0.6222 / -0.6222 Eh
* E_tot: -8269.9989 eV
* spin multiplicity: 1
* ΔE to the lowest compared entry with this formula, charge and spin: 93.8 kcal/mol
* total charge: +2